This record from the OMol25 dataset describes the molecule C19H24N2O4. The level of theory is wB97M-V/def2-TZVPD.

Positions of all 49 atoms, in Å:
1 C -0.63 -3.83 0.24
2 C -0.55 -2.36 -0.13
3 H -1.24 -1.76 0.48
4 H -0.76 -2.21 -1.19
5 O 0.79 -1.88 0.08
6 C 1.04 -1.13 1.16
7 O 0.21 -0.73 1.93
8 C 2.54 -0.92 1.30
9 C 3.18 -0.36 0.01
10 N 3.06 1.06 -0.20
11 C 3.45 1.82 0.97
12 C 2.70 1.41 2.24
13 C 2.91 -0.08 2.52
14 H 3.97 -0.26 2.75
15 H 2.31 -0.39 3.37
16 H 1.64 1.61 2.13
17 H 3.07 1.99 3.08
18 H 4.52 1.64 1.12
19 H 3.30 2.88 0.78
20 C 1.99 1.62 -1.00
21 C 1.78 0.91 -2.33
22 C 0.41 0.27 -2.23
23 O -0.05 -0.58 -2.94
24 N -0.25 0.86 -1.16
25 C 0.57 1.67 -0.39
26 O 0.22 2.32 0.55
27 C -1.65 0.73 -0.92
28 C -2.14 0.68 0.37
29 C -3.51 0.58 0.58
30 C -4.39 0.52 -0.49
31 C -3.88 0.57 -1.78
32 C -2.52 0.68 -2.00
33 H -2.14 0.72 -3.01
34 H -4.55 0.52 -2.62
35 C -5.87 0.42 -0.25
36 H -6.30 1.43 -0.19
37 H -6.36 -0.10 -1.06
38 H -6.08 -0.09 0.68
39 H -3.88 0.54 1.59
40 H -1.47 0.72 1.22
41 H 2.55 0.18 -2.57
42 H 1.74 1.62 -3.16
43 H 2.28 2.67 -1.16
44 H 4.26 -0.56 0.07
45 H 2.79 -0.91 -0.84
46 H 2.94 -1.94 1.42
47 H -0.42 -3.96 1.30
48 H -1.63 -4.19 0.03
49 H 0.08 -4.41 -0.33

2S+1 = 1
Energy above the lowest of the compared OMol25 structures with the same formula, charge and spin = 0.297 eV
HOMO = -8.4 eV
Maximum force = 0.01317 Eh/bohr
Kohn-Sham gap = 9.13 eV
Total energy = -31264.292 eV

This record from the OMol25 dataset describes a cluster of 2 separate species, C4H7N2O2 in total. The level of theory is wB97M-V/def2-TZVPD.

Positions of all 15 atoms, in Å:
1 N 0.41 1.14 -2.85
2 C -0.41 0.62 -1.78
3 O -0.39 -0.62 -1.64
4 O -1.03 1.47 -1.11
5 H 0.04 2.01 -3.20
6 H 0.50 0.45 -3.58
7 C 0.81 -0.21 2.01
8 C 1.28 -1.33 1.47
9 C -1.42 -0.16 1.46
10 N -0.54 0.01 2.35
11 H 1.46 0.63 2.21
12 H 0.61 -2.13 1.21
13 H 2.33 -1.49 1.28
14 H -2.45 -0.03 1.78
15 H -1.19 -0.37 0.41

2S+1 = 1
Energy above the lowest of the compared OMol25 structures with the same formula, charge and spin = 0.191 eV
HOMO = -4.3 eV
Charge = -1
Maximum force = 0.01001 Eh/bohr
Kohn-Sham gap = 8.54 eV
Total energy = -11337.435 eV

This record from the OMol25 dataset describes the molecule C5H11NOS. The level of theory is wB97M-V/def2-TZVPD.

Positions of all 19 atoms, in Å:
1 C 0.66 -2.47 -0.90
2 N 0.09 -1.69 0.22
3 C 0.16 -0.25 -0.02
4 C -0.85 0.48 0.87
5 C -0.96 1.98 0.50
6 S -2.27 2.21 -0.78
7 C 1.53 0.32 0.23
8 O 2.32 0.65 -0.63
9 H -0.07 -2.51 -1.69
10 H 1.60 -2.07 -1.27
11 H 0.86 -3.48 -0.54
12 H 0.59 -1.92 1.07
13 H -0.15 -0.12 -1.06
14 H -0.54 0.42 1.92
15 H -1.82 0.02 0.77
16 H -0.03 2.36 0.11
17 H -1.31 2.54 1.37
18 H -1.63 3.16 -1.47
19 H 1.82 0.38 1.30

2S+1 = 1
Energy above the lowest of the compared OMol25 structures with the same formula, charge and spin = 1.676 eV
HOMO = -9.1 eV
Maximum force = 0.02285 Eh/bohr
Kohn-Sham gap = 10.03 eV
Total energy = -19735.419 eV

This record from the OMol25 dataset describes a structure of composition C12H20ClFeN5O3. The level of theory is wB97M-V/def2-TZVPD.

Positions of all 42 atoms, in Å:
1 Fe 0.02 0.00 -0.01
2 C 1.06 -2.45 0.50
3 C 1.67 -1.86 -0.79
4 N 0.64 -1.12 -1.55
5 C 1.01 -0.13 -2.60
6 C 0.66 1.32 -2.24
7 C 1.17 2.43 -2.88
8 C 0.95 3.68 -2.30
9 C 0.32 3.79 -1.07
10 C -0.15 2.64 -0.46
11 C -0.53 2.51 1.02
12 N -0.75 1.10 1.43
13 C -0.12 0.56 2.67
14 C 0.70 -0.75 2.42
15 N 0.21 -1.50 1.26
16 N -0.08 1.48 -1.14
17 H 1.86 -2.88 1.11
18 H 0.39 -3.27 0.22
19 H 2.13 -2.68 -1.35
20 H 2.45 -1.15 -0.53
21 H -0.08 -1.75 -1.88
22 H 0.49 -0.40 -3.53
23 H 2.08 -0.17 -2.81
24 H 1.78 2.34 -3.77
25 H 1.34 4.56 -2.78
26 H 0.28 4.75 -0.56
27 H -1.40 3.12 1.26
28 H 0.32 2.91 1.56
29 H -1.74 0.89 1.44
30 H -0.91 0.36 3.40
31 H 0.55 1.30 3.11
32 H 0.73 -1.34 3.35
33 H 1.73 -0.48 2.20
34 H -0.70 -1.93 1.44
35 Cl -2.34 -2.33 -0.27
36 C -1.85 -0.58 -0.60
37 H -2.70 -0.01 -0.21
38 H -1.97 -0.50 -1.69
39 O 3.23 1.79 1.84
40 N 2.96 0.97 0.97
41 O 3.74 0.09 0.61
42 O 1.83 1.10 0.36

2S+1 = 1
HOMO = -7.7 eV
Maximum force = 0.05838 Eh/bohr
Kohn-Sham gap = 8.13 eV
Total energy = -73267.312 eV

This record from the OMol25 dataset describes a cluster of 2 separate species, C4H10BrN2 in total. The level of theory is wB97M-V/def2-TZVPD.

Positions of all 17 atoms, in Å:
1 C 1.01 1.21 1.38
2 C 0.73 -0.64 -0.09
3 C -1.93 0.55 -1.14
4 C 0.44 -1.92 -0.58
5 N 1.01 -0.19 1.07
6 N -0.85 1.13 -0.98
7 Br -2.57 -0.88 -0.08
8 H -0.06 1.62 1.18
9 H 1.30 1.47 2.43
10 H 0.78 0.25 -0.76
11 H -2.82 0.96 -1.64
12 H 0.07 -1.83 -1.60
13 H -0.30 -2.42 0.15
14 H 1.40 -2.42 -0.66
15 H 1.04 -0.77 2.00
16 H 1.53 1.78 0.71
17 H -0.80 2.09 -1.40

2S+1 = 1
Energy above the lowest of the compared OMol25 structures with the same formula, charge and spin = 2.283 eV
HOMO = -14.3 eV
Charge = +1
Maximum force = 0.08177 Eh/bohr
Kohn-Sham gap = 10.40 eV
Total energy = -77324.168 eV

This record from the OMol25 dataset describes a cluster of 2 separate species, C3H6N2O in total. The level of theory is wB97M-V/def2-TZVPD.

Positions of all 12 atoms, in Å:
1 C -0.91 0.94 -0.18
2 C -1.43 0.01 0.70
3 C 1.25 -0.60 -0.32
4 O -1.01 2.27 0.25
5 N -1.46 -0.82 1.58
6 N 0.85 -1.09 -1.45
7 H -0.18 2.76 0.16
8 H -1.42 0.92 -1.14
9 H -0.56 -1.17 1.92
10 H 1.60 -1.36 -2.09
11 H 0.95 -1.09 0.64
12 H 2.31 -0.77 -0.07

2S+1 = 1
Energy above the lowest of the compared OMol25 structures with the same formula, charge and spin = 6.364 eV
HOMO = -8.6 eV
Maximum force = 0.10807 Eh/bohr
Kohn-Sham gap = 8.74 eV
Total energy = -8230.335 eV

This record from the OMol25 dataset describes a structure of composition C21H44N3OP2Zn. The level of theory is wB97M-V/def2-TZVPD.

Positions of all 72 atoms, in Å:
1 Zn -0.17 -0.25 -0.25
2 P -1.40 1.49 -0.88
3 P 0.76 -2.26 -0.14
4 N -1.18 -1.13 -2.07
5 C -2.76 0.75 -1.98
6 H -3.75 1.03 -1.59
7 H -2.67 1.17 -3.00
8 C -2.62 -0.78 -2.01
9 H -3.04 -1.23 -1.10
10 H -3.16 -1.20 -2.89
11 C -0.86 -2.57 -2.34
12 H -0.01 -2.59 -3.03
13 H -1.71 -3.05 -2.86
14 C -0.50 -3.31 -1.05
15 H -0.16 -4.34 -1.27
16 H -1.39 -3.38 -0.39
17 C 1.04 -3.15 1.50
18 C 0.29 -2.50 2.68
19 H -0.78 -2.75 2.69
20 H 0.40 -1.40 2.65
21 H 0.73 -2.85 3.63
22 C 2.35 -2.57 -1.09
23 C 3.48 -1.72 -0.49
24 H 4.04 -1.20 -1.29
25 H 4.21 -2.35 0.06
26 H 3.08 -0.96 0.20
27 C -0.70 2.84 -2.00
28 C -0.03 3.93 -1.15
29 H 0.71 4.52 -1.72
30 H 0.48 3.47 -0.28
31 H -0.79 4.64 -0.77
32 C -2.43 2.39 0.41
33 C -1.58 2.95 1.56
34 H -2.22 3.13 2.44
35 H -1.10 3.90 1.29
36 H -0.79 2.24 1.85
37 C -1.37 -0.68 0.98
38 O -2.21 -0.92 1.78
39 C 2.76 -4.04 -1.25
40 H 2.17 -4.70 -0.59
41 H 2.64 -4.40 -2.29
42 H 3.82 -4.18 -0.97
43 C -1.82 3.44 -2.86
44 H -1.74 4.54 -2.88
45 H -1.75 3.07 -3.89
46 H -2.82 3.18 -2.48
47 C -3.40 3.43 -0.17
48 H -4.02 3.86 0.64
49 H -2.85 4.26 -0.65
50 H -4.08 3.00 -0.92
51 C 2.55 -3.24 1.79
52 H 3.03 -2.25 1.80
53 H 2.73 -3.70 2.78
54 H 3.04 -3.86 1.03
55 H 0.64 -4.18 1.37
56 H -3.02 1.55 0.83
57 H 2.11 -2.15 -2.08
58 H 0.06 2.37 -2.65
59 H -0.74 -0.57 -2.80
60 H 1.02 0.13 -1.37
61 C 0.11 0.74 3.68
62 C 1.08 1.00 2.56
63 N 0.96 0.67 1.21
64 C 2.07 1.26 0.68
65 C 2.82 1.87 1.66
66 N 2.20 1.70 2.82
67 H -0.17 1.71 4.14
68 H -0.82 0.26 3.36
69 H 0.60 0.12 4.46
70 H 2.36 1.27 -0.35
71 H 3.75 2.40 1.52
72 H 2.51 2.07 3.75

2S+1 = 1
HOMO = -9.1 eV
Charge = +1
Maximum force = 0.22987 Eh/bohr
Kohn-Sham gap = 6.22 eV
Total energy = -95995.511 eV

> Which value of maximum force does entry 5 give?

0.08177 Eh/bohr